26
Properties=species:S:1:pos:R:3:forces:R:3:mulliken_charge:R:1 method="wB97M-V/def2-TZVPD" total_energy_ev=-34773.310 orbital_gap_ev=8.041 relative_energy_kj_mol=230.1 e_lumo_ev=-1.31
C 2.45309 -0.68849 0.01989 -0.3 -0.3 -2.2 -1.50
C 1.40785 1.09166 -1.61785 1.2 1.2 0.8 -1.31
C 2.32648 1.72694 0.65505 0.4 -0.6 1.0 -1.60
C -3.32856 0.35420 -0.72139 -1.0 3.2 -0.2 -1.00
C -2.64357 -2.08356 0.88358 1.7 1.3 -0.2 -1.06
C 1.64003 0.57128 -0.15180 -1.5 2.5 1.6 1.23
Si -1.88621 -0.67797 -0.15200 -1.5 -2.1 -1.2 0.39
Si -0.09814 0.44615 0.83872 1.8 3.1 -0.7 0.19
Cl -1.11964 3.21127 0.26929 0.7 -2.2 0.4 -0.53
H 3.11643 -0.57582 -0.86510 0.1 -1.1 0.7 0.34
H 2.97796 -0.90849 0.91457 0.8 0.9 1.0 0.39
H 1.84329 -1.57998 -0.01266 -0.3 -0.5 -1.0 0.38
H 1.24061 2.20271 -1.63352 0.0 -1.0 0.5 0.34
H 0.48942 0.68905 -1.94659 -0.7 -0.7 -1.2 0.34
H 2.28708 0.98182 -2.31655 -0.9 -0.6 0.7 0.39
H 3.26527 2.03758 0.09581 -1.1 -0.1 1.0 0.34
H 1.65147 2.55327 0.95046 0.3 0.1 -1.2 0.42
H 2.52687 1.34656 1.70048 0.6 0.1 -1.1 0.42
H -3.90727 -0.00952 -1.57736 0.3 -0.7 0.2 0.38
H -4.10024 0.54028 0.10777 1.3 -0.2 -1.0 0.29
H -3.05649 1.41686 -1.13744 -0.1 -1.8 1.2 0.30
H -3.15673 -1.75970 1.75718 -0.3 0.1 0.9 0.35
H -3.35264 -2.36103 0.14639 -0.7 -1.0 -0.5 0.28
H -1.85009 -2.81110 1.06447 -0.5 -0.3 0.1 0.31
H -1.59269 -1.66503 -1.39210 0.6 1.5 1.1 -0.09
H 0.36668 0.83182 2.27480 -1.0 -0.7 -0.9 -0.01